Below is 5 unconnected molecules or ions with the total composition C45H95N5O5, with properties calculated with the ωB97M-V functional and the def2-TZVPD basis.

Bonds (Å) are listed after each position.
Element x y z (Å)
1 C -13.002 6.011 0.743  C2 1.505, H12 1.090, H13 1.090, H14 1.090
2 C -11.773 6.746 0.282  C1 1.505, C3 1.588, C4 1.523, N10 1.476
3 C -10.529 5.833 0.656  C2 1.588, H15 1.090, H16 1.090, H17 1.090
4 C -12.034 6.918 -1.209  C2 1.523, C5 1.488, H18 1.090, H19 1.090
5 C -11.028 7.816 -1.838  C4 1.488, C6 1.514, H20 1.090, H21 1.090
6 C -11.058 9.220 -1.270  C5 1.514, C7 1.527, H22 1.090, H23 1.090
7 C -11.083 9.311 0.255  C6 1.527, C8 1.512, C9 1.612, N10 1.442
8 C -9.645 9.583 0.630  C7 1.512, H24 1.090, H25 1.090, H26 1.090
9 C -12.005 10.580 0.628  C7 1.612, H27 1.090, H28 1.090, H29 1.090
10 N -11.572 8.093 0.852  C2 1.476, C7 1.442, O11 1.408
11 O -11.266 8.048 2.225  N10 1.408, H30 0.960
12 H -12.855 5.560 1.725  C1 1.090
13 H -13.768 6.787 0.749  C1 1.090
14 H -13.450 5.266 0.086  C1 1.090
15 H -10.384 5.842 1.737  C3 1.090
16 H -10.767 4.856 0.236  C3 1.090
17 H -9.574 6.161 0.246  C3 1.090
18 H -11.810 5.996 -1.747  C4 1.090
19 H -12.981 7.313 -1.575  C4 1.090
20 H -10.136 7.201 -1.717  C5 1.090
21 H -11.173 7.768 -2.917  C5 1.090
22 H -11.948 9.692 -1.686  C6 1.090
23 H -10.228 9.791 -1.684  C6 1.090
24 H -8.970 10.150 -0.012  C8 1.090
25 H -9.132 8.633 0.777  C8 1.090
26 H -9.646 10.130 1.573  C8 1.090
27 H -13.024 10.421 0.276  C9 1.090
28 H -11.799 11.487 0.060  C9 1.090
29 H -11.901 10.753 1.699  C9 1.090
30 H -12.016 8.576 2.507  O11 0.960
31 C -18.364 8.989 -1.900  C32 1.587, H42 1.090, H43 1.090, H44 1.090
32 C -16.987 8.417 -2.441  C31 1.587, C33 1.573, C34 1.560, N40 1.505
33 C -16.263 7.533 -1.360  C32 1.573, H45 1.090, H46 1.090, H47 1.090
34 C -17.171 7.441 -3.644  C32 1.560, C35 1.566, H48 1.090, H49 1.090
35 C -17.061 8.145 -5.038  C34 1.566, C36 1.503, H50 1.090, H51 1.090
36 C -15.883 9.071 -5.165  C35 1.503, C37 1.537, H52 1.090, H53 1.090
37 C -15.723 10.110 -4.044  C36 1.537, C38 1.585, C39 1.519, N40 1.452
38 C -14.248 10.589 -4.369  C37 1.585, H54 1.090, H55 1.090, H56 1.090
39 C -16.702 11.235 -4.334  C37 1.519, H57 1.090, H58 1.090, H59 1.090
40 N -15.934 9.440 -2.774  C32 1.505, C37 1.452, O41 1.432
41 O -15.433 10.300 -1.745  N40 1.432, H60 0.960
42 H -18.969 8.225 -1.412  C31 1.090
43 H -18.212 9.815 -1.205  C31 1.090
44 H -18.727 9.584 -2.739  C31 1.090
45 H -16.859 6.659 -1.097  C33 1.090
46 H -15.354 7.086 -1.761  C33 1.090
47 H -16.027 7.934 -0.374  C33 1.090
48 H -16.505 6.579 -3.633  C34 1.090
49 H -18.210 7.145 -3.497  C34 1.090
50 H -17.085 7.595 -5.979  C35 1.090
51 H -17.934 8.797 -5.048  C35 1.090
52 H -15.999 9.450 -6.180  C36 1.090
53 H -15.081 8.337 -5.254  C36 1.090
54 H -14.284 10.958 -5.394  C38 1.090
55 H -13.423 9.878 -4.321  C38 1.090
56 H -14.047 11.386 -3.653  C38 1.090
57 H -16.259 11.945 -5.033  C39 1.090
58 H -16.853 11.691 -3.355  C39 1.090
59 H -17.690 10.958 -4.701  C39 1.090
60 H -14.559 9.905 -1.758  O41 0.960
61 C -10.861 -0.190 -3.475  C62 1.549, H72 1.090, H73 1.090, H74 1.090
62 C -10.723 -1.112 -2.238  C61 1.549, C63 1.529, C64 1.525, N70 1.434
63 C -11.685 -2.296 -2.334  C62 1.529, H75 1.090, H76 1.090, H77 1.090
64 C -9.372 -1.811 -2.129  C62 1.525, C65 1.558, H78 1.090, H79 1.090
65 C -8.206 -0.827 -1.813  C64 1.558, C66 1.522, H80 1.090, H81 1.090
66 C -8.427 -0.240 -0.427  C65 1.522, C67 1.543, H82 1.090, H83 1.090
67 C -9.798 0.464 -0.368  C66 1.543, C68 1.593, C69 1.565, N70 1.505
68 C -10.256 0.726 1.135  C67 1.593, H84 1.090, H85 1.090, H86 1.090
69 C -9.679 1.893 -0.996  C67 1.565, H87 1.090, H88 1.090, H89 1.090
70 N -10.877 -0.344 -1.037  C62 1.434, C67 1.505, O71 1.383
71 O -12.183 0.058 -0.824  N70 1.383, H90 0.960
72 H -11.798 0.362 -3.546  C61 1.090
73 H -10.087 0.576 -3.524  C61 1.090
74 H -10.756 -0.762 -4.397  C61 1.090
75 H -11.448 -2.964 -3.162  C63 1.090
76 H -11.674 -2.906 -1.431  C63 1.090
77 H -12.733 -2.056 -2.514  C63 1.090
78 H -9.372 -2.721 -1.530  C64 1.090
79 H -9.305 -2.146 -3.164  C64 1.090
80 H -7.274 -1.388 -1.736  C65 1.090
81 H -8.092 -0.073 -2.591  C65 1.090
82 H -7.716 0.585 -0.384  C66 1.090
83 H -8.412 -1.009 0.345  C66 1.090
84 H -10.725 -0.084 1.694  C68 1.090
85 H -11.013 1.509 1.178  C68 1.090
86 H -9.436 1.030 1.785  C68 1.090
87 H -9.065 2.633 -0.481  C69 1.090
88 H -10.624 2.369 -1.257  C69 1.090
89 H -9.056 1.960 -1.887  C69 1.090
90 H -12.123 0.791 -1.442  O71 0.960
91 C -17.436 2.265 -2.327  C92 1.528, H102 1.090, H103 1.090, H104 1.090
92 C -16.145 1.501 -2.620  C91 1.528, C93 1.575, C94 1.587, N100 1.493
93 C -16.203 0.193 -1.743  C92 1.575, H105 1.090, H106 1.090, H107 1.090
94 C -16.244 0.943 -4.102  C92 1.587, C95 1.507, H108 1.090, H109 1.090
95 C -15.808 2.061 -5.014  C94 1.507, C96 1.630, H110 1.090, H111 1.090
96 C -14.271 2.454 -4.643  C95 1.630, C97 1.535, H112 1.090, H113 1.090
97 C -14.203 3.172 -3.287  C96 1.535, C98 1.507, C99 1.604, N100 1.480
98 C -12.717 3.235 -3.047  C97 1.507, H114 1.090, H115 1.090, H116 1.090
99 C -14.725 4.650 -3.628  C97 1.604, H117 1.090, H118 1.090, H119 1.090
100 N -14.935 2.322 -2.321  C92 1.493, C97 1.480, O101 1.431
101 O -14.934 2.771 -0.963  N100 1.431, H120 0.960
102 H -17.552 2.502 -1.269  C91 1.090
103 H -17.466 3.256 -2.781  C91 1.090
104 H -18.344 1.718 -2.579  C91 1.090
105 H -15.396 -0.486 -2.018  C93 1.090
106 H -16.111 0.300 -0.663  C93 1.090
107 H -17.138 -0.366 -1.718  C93 1.090
108 H -15.590 0.075 -4.179  C94 1.090
109 H -17.230 0.724 -4.511  C94 1.090
110 H -15.670 1.731 -6.043  C95 1.090
111 H -16.574 2.834 -4.939  C95 1.090
112 H -13.651 2.936 -5.398  C96 1.090
113 H -13.720 1.528 -4.474  C96 1.090
114 H -12.117 3.673 -3.845  C98 1.090
115 H -12.354 2.233 -2.818  C98 1.090
116 H -12.488 3.839 -2.168  C98 1.090
117 H -15.523 4.645 -4.370  C99 1.090
118 H -13.918 5.218 -4.090  C99 1.090
119 H -15.097 5.099 -2.707  C99 1.090
120 H -14.531 2.002 -0.552  O101 0.960
121 C -20.668 -0.286 -3.285  C122 1.536, H132 1.090, H133 1.090, H134 1.090
122 C -21.536 -1.515 -3.591  C121 1.536, C123 1.564, C124 1.616, N130 1.461
123 C -21.490 -2.590 -2.456  C122 1.564, H135 1.090, H136 1.090, H137 1.090
124 C -23.124 -1.220 -3.621  C122 1.616, C125 1.600, H138 1.090, H139 1.090
125 C -23.621 -0.253 -4.794  C124 1.600, C126 1.560, H140 1.090, H141 1.090
126 C -23.275 -1.022 -6.107  C125 1.560, C127 1.574, H142 1.090, H143 1.090
127 C -21.726 -1.301 -6.143  C126 1.574, C128 1.510, C129 1.548, N130 1.554
128 C -21.684 -2.262 -7.306  C127 1.510, H144 1.090, H145 1.090, H146 1.090
129 C -20.919 -0.092 -6.675  C127 1.548, H147 1.090, H148 1.090, H149 1.090
130 N -21.276 -2.114 -4.898  C122 1.461, C127 1.554, O131 1.401
131 O -19.908 -2.398 -4.995  N130 1.401, H150 0.960
132 H -19.649 -0.533 -2.989  C121 1.090
133 H -20.644 0.471 -4.069  C121 1.090
134 H -21.186 0.174 -2.443  C121 1.090
135 H -21.918 -2.081 -1.592  C123 1.090
136 H -22.160 -3.444 -2.556  C123 1.090
137 H -20.472 -2.868 -2.185  C123 1.090
138 H -23.644 -2.178 -3.583  C124 1.090
139 H -23.323 -0.522 -2.808  C124 1.090
140 H -24.654 0.092 -4.748  C125 1.090
141 H -23.047 0.668 -4.898  C125 1.090
142 H -23.706 -0.338 -6.838  C126 1.090
143 H -23.922 -1.889 -6.232  C126 1.090
144 H -20.667 -2.458 -7.646  C128 1.090
145 H -22.365 -2.047 -8.130  C128 1.090
146 H -21.947 -3.252 -6.933  C128 1.090
147 H -19.866 -0.168 -6.403  C129 1.090
148 H -21.396 0.825 -6.327  C129 1.090
149 H -20.881 -0.115 -7.764  C129 1.090
150 H -19.884 -3.297 -4.658  O131 0.960

Properties
Energy: -65881.7749 eV
Net charge: 0
ΔE to the lowest compared entry with this formula, charge and spin: 147.8 kcal/mol